# 1
Below is a 3-piece molecular cluster, C13H28N2O7P overall in a non-equilibrium geometry, with properties calculated with the ωB97M-V functional and the def2-TZVPD basis.

Last column: natural (NBO) charge in e.
Atoms and positions in Å:
1 C 1.1866 -1.1710 0.0252  -0.610
2 C -0.3405 -1.1452 0.2632  -0.215
3 N -0.9955 -0.9043 -1.0227  -0.632
4 C -2.4488 -1.2167 -1.0365  0.123
5 C -3.1327 -0.2151 -2.0498  -0.120
6 O -2.2392 0.7555 -2.5584  -0.273
7 O -2.3018 1.8909 -1.6953  -0.484
8 N -3.0011 -1.1252 0.3128  -0.965
9 P -4.6317 -1.4536 0.4292  1.721
10 O -5.4070 -0.2612 0.8525  -1.147
11 C -2.5620 -2.6632 -1.5732  0.722
12 O -2.3979 -2.8095 -2.8109  -0.776
13 O -2.7700 -3.5544 -0.7270  -0.763
14 H 1.6318 -0.2735 0.4366  0.199
15 H 1.6481 -2.0554 0.4435  0.201
16 H 1.3951 -1.1491 -1.0387  0.202
17 H -0.6469 -2.0713 0.7443  0.190
18 H -0.5413 -0.2869 0.8969  0.168
19 H -0.5773 -1.4815 -1.7389  0.377
20 H -3.4645 -0.7475 -2.9299  0.227
21 H -3.9296 0.3447 -1.5626  0.188
22 H -1.3708 2.1113 -1.5694  0.468
23 H -2.8749 -0.1817 0.6678  0.401
24 H -5.1004 -1.9744 -0.7887  -0.093
25 H -4.8066 -2.4474 1.4072  -0.109
26 C 0.1770 6.0907 -2.8744  -0.431
27 C -0.2715 6.8553 -1.6334  -0.430
28 C -0.8280 5.7349 -0.7654  -0.068
29 O -0.0792 4.5613 -1.0886  -0.537
30 C 0.6937 4.7937 -2.2686  -0.067
31 H 0.9298 6.6112 -3.4651  0.211
32 H -0.6819 5.8883 -3.5177  0.206
33 H 0.5920 7.3158 -1.1465  0.196
34 H -1.0032 7.6359 -1.8371  0.214
35 H -1.8816 5.5422 -0.9914  0.174
36 H -0.7349 5.9396 0.3018  0.181
37 H 1.7464 4.8826 -1.9773  0.160
38 H 0.5915 3.9421 -2.9416  0.192
39 C 3.8684 -5.0260 2.9188  -0.430
40 C 3.8462 -4.1851 4.1909  -0.431
41 C 4.3492 -2.8413 3.6813  -0.065
42 O 3.9251 -2.7371 2.3231  -0.534
43 C 3.4476 -4.0077 1.8686  -0.070
44 H 3.2117 -5.8938 2.9528  0.219
45 H 4.8851 -5.3748 2.7198  0.195
46 H 2.8213 -4.0888 4.5557  0.205
47 H 4.4578 -4.5886 4.9973  0.210
48 H 5.4445 -2.7926 3.7053  0.157
49 H 3.9530 -1.9981 4.2487  0.183
50 H 2.3579 -3.9544 1.7834  0.177
51 H 3.8615 -4.2197 0.8826  0.185

2S+1: 1
Strongest force on any atom (eV/Å): 1.23
Calculated total energy (eV): -40534.936
Charge: -1
HOMO level (eV): -4.595
LUMO (eV): 2.60



# 2
Below is C11H26BaN2O2P2 as an isolated structure in a non-equilibrium geometry, with properties calculated with the ωB97M-V functional and the def2-TZVPD basis.

Last column: Löwdin spin population.
Atoms and positions in Å:
1 Ba -0.8124 0.9570 0.4777  0.001
2 P -0.7218 -1.0383 3.0274  0.000
3 P -2.5861 2.1055 -2.2567  0.074
4 N 1.2219 -0.9501 0.3775  0.000
5 N 0.5206 0.5291 -1.8666  0.302
6 H 2.8081 -1.7675 -0.8705  0.000
7 H 2.4903 0.0728 -2.6164  0.007
8 H 2.9949 -0.0614 -0.3858  0.000
9 C 2.2649 -0.8176 -0.7029  0.000
10 H 1.3549 -1.2964 -2.5861  0.014
11 C 1.6684 -0.3906 -2.0311  0.031
12 H 1.8260 -2.8786 0.7958  0.000
13 H 0.6356 0.9929 -3.8972  0.000
14 C 1.1943 -2.0152 1.0818  0.001
15 C 0.0704 1.1223 -2.9472  0.026
16 H 1.2749 -2.4017 3.1474  0.000
17 C 0.4884 -2.3306 2.3764  0.000
18 H 0.0145 -3.3254 2.3087  0.000
19 H -2.5533 0.8153 -1.6111  0.000
20 H -2.0820 2.9014 -1.1343  0.045
21 H -1.7260 -2.0174 3.2778  0.000
22 H -0.2252 -1.1620 4.3478  0.000
23 O -1.9667 -1.1219 -0.0176  0.004
24 C -1.4796 -2.1706 -0.7804  0.001
25 C -1.8206 -3.5507 -0.2165  0.000
26 C -2.0084 -2.0580 -2.2201  -0.001
27 H -0.3480 -2.0857 -0.7244  0.000
28 H -1.2287 -3.7658 0.6812  0.000
29 H -2.8842 -3.5717 0.0456  0.000
30 H -1.6314 -4.3473 -0.9545  0.000
31 H -1.6908 -1.1290 -2.7072  0.000
32 H -1.7211 -2.9113 -2.8570  0.000
33 H -3.1061 -2.0377 -2.1573  0.000
34 C -1.0348 1.9798 -3.1296  0.472
35 H -0.9388 2.5588 -4.0527  0.022
36 C 1.6618 4.8972 2.5925  0.000
37 C 0.8480 3.6171 2.4796  0.000
38 O 0.9733 2.9462 1.2024  0.000
39 H 2.7208 4.6818 2.7506  0.000
40 H 1.3229 5.4633 3.4643  0.000
41 H 1.5583 5.5561 1.7230  0.000
42 H 1.1511 2.8894 3.2435  0.000
43 H -0.2222 3.7781 2.5975  0.000
44 H 1.7239 3.3385 0.7248  0.000

2S+1: 2
Relative energy (zero: lowest compared OMol25 entry of this formula, charge and spin) (kJ/mol): 0.0
Strongest force on any atom (eV/Å): 1.55
Calculated total energy (eV): -38167.687
Charge: +1
HOMO level (alpha / beta) (eV): -10.736 / -10.731
LUMO (alpha / beta) (eV): -2.64 / -4.91